82
Properties=species:S:1:pos:R:3:forces:R:3 method="wB97M-V/def2-TZVPD" total_charge=0 homo_ev=-8.8 homo_lumo_gap_ha=0.31023 multiplicity=1 lumo_energy_ev=-0.35 relative_energy_kcal_mol=4.4 energy_ev=-86712.217
C 0.919928 1.897149 -4.494156 0.08 -0.46 -0.21
C 1.487495 2.964733 -3.599032 -0.08 -0.16 -0.15
C 2.286931 2.424260 -2.408774 0.23 0.64 0.12
O 3.527495 3.154006 -2.468361 -0.24 -0.15 -0.06
C 3.588638 3.885235 -3.600518 -0.33 -0.22 0.20
O 4.513692 4.551134 -3.917849 0.26 0.20 -0.20
O 2.444765 3.755230 -4.316882 0.05 -0.01 0.10
H 0.568581 2.303120 -5.441484 -0.08 0.13 0.07
H 0.086533 1.397183 -3.995474 -0.01 0.04 0.00
H 1.671015 1.136590 -4.724713 0.03 0.08 0.02
H 0.671898 3.616367 -3.279741 0.17 0.18 0.09
H 2.507395 1.361045 -2.475478 -0.07 -0.06 -0.02
H 1.806799 2.659944 -1.464142 0.04 -0.21 0.09
C 1.705832 -3.800730 3.485746 -0.36 -0.14 -0.06
C 1.729053 -3.591827 1.987978 0.07 -0.14 0.14
C 2.378694 -4.717154 1.175732 0.59 0.13 0.71
O 1.444027 -5.026455 0.164570 -0.19 0.06 -0.38
C 0.290105 -4.363803 0.373240 0.26 0.18 0.36
O -0.680943 -4.455109 -0.300138 -0.21 0.01 -0.22
O 0.384501 -3.567439 1.469150 0.12 0.04 -0.12
H 2.700613 -4.007377 3.878389 0.08 0.17 -0.07
H 1.070102 -4.654238 3.731724 0.03 -0.01 -0.06
H 1.287128 -2.923171 3.978396 0.12 -0.01 0.07
H 2.211570 -2.639867 1.751660 -0.20 0.04 -0.08
H 2.577413 -5.612126 1.766966 -0.15 -0.02 0.06
H 3.331126 -4.369545 0.776368 -0.13 -0.16 -0.42
C -6.906018 0.573592 0.067544 -0.32 -0.01 0.19
C -6.013820 -0.619355 0.273281 0.26 -0.40 -0.87
C -6.738931 -1.974456 0.145851 -0.02 0.07 0.22
O -6.226078 -2.556087 -1.045811 0.19 -0.02 -0.03
C -5.143633 -1.859878 -1.480183 -0.56 0.02 0.43
O -4.384231 -2.241852 -2.300671 0.19 0.08 -0.33
O -5.077290 -0.667836 -0.841456 0.15 -0.12 0.38
H -7.416234 0.465716 -0.890799 0.05 0.04 -0.03
H -6.353244 1.509726 0.068179 0.06 0.00 0.03
H -7.680811 0.610942 0.837343 0.11 0.05 0.06
H -5.401720 -0.604280 1.172882 -0.14 0.29 0.13
H -7.819555 -1.860812 0.069965 0.02 0.00 -0.16
H -6.520097 -2.641024 0.980266 0.02 0.01 0.00
C -2.859422 5.004074 3.506090 -0.06 -0.11 -0.16
C -1.379572 4.759930 3.380723 0.13 -0.41 -0.07
C -0.987134 3.436966 2.683571 -0.36 0.23 0.53
O -0.004426 3.819594 1.743012 0.23 -0.11 -0.10
C 0.089799 5.171634 1.671661 -0.46 -0.04 0.48
O 0.816368 5.758276 0.953224 0.27 0.17 -0.36
O -0.776212 5.751969 2.544364 0.15 -0.19 -0.10
H -3.053726 6.018196 3.847475 -0.02 0.01 0.05
H -3.296996 4.300109 4.215631 0.01 0.03 0.03
H -3.340790 4.854368 2.537817 -0.03 0.09 0.02
H -0.892644 4.785180 4.359067 -0.01 0.26 -0.03
H -1.821239 2.945537 2.178773 -0.03 0.14 -0.13
H -0.572992 2.745209 3.416228 0.17 -0.07 -0.15
C -0.631387 0.001019 1.835309 -0.09 -0.44 -0.10
S -0.596627 0.706331 0.191744 -0.10 0.36 -0.09
O 0.812446 0.582446 -0.282480 0.16 -0.15 0.02
C -1.571906 -0.549129 -0.643799 0.18 0.29 0.45
H -0.234891 -1.005033 1.736979 0.14 -0.19 0.15
H -1.654509 -0.059512 2.207622 -0.01 0.14 0.00
H -0.005520 0.598683 2.490331 0.02 0.09 -0.01
H -1.486288 -0.280064 -1.692932 -0.26 -0.19 -0.11
H -2.589236 -0.430956 -0.271594 -0.12 -0.05 -0.30
H -1.211613 -1.556408 -0.444104 0.14 -0.04 -0.05
C 2.184318 -3.938751 -3.996704 -0.47 -0.85 0.08
S 2.974909 -3.223520 -2.547991 -0.11 0.19 -0.35
O 4.214330 -2.580024 -3.056503 0.15 0.07 0.17
C 1.774057 -1.903793 -2.376803 -0.31 0.58 0.27
H 2.935476 -4.517620 -4.530532 0.18 0.32 -0.10
H 1.714800 -3.168801 -4.602216 0.28 0.07 -0.19
H 1.417420 -4.670184 -3.716599 -0.01 0.25 0.26
H 0.764570 -2.286613 -2.209538 0.08 -0.17 -0.06
H 1.797579 -1.280132 -3.273285 0.04 -0.22 -0.13
H 2.024338 -1.244094 -1.545300 0.10 -0.23 0.13
C 3.353801 1.037606 2.277079 0.20 0.11 0.19
S 4.957122 0.673282 1.547643 -0.19 0.07 -0.05
O 5.713320 -0.040048 2.606233 0.20 -0.13 0.18
C 4.410777 -0.574185 0.393025 0.03 -0.24 -0.61
H 3.567697 1.815174 3.011706 -0.17 0.04 -0.06
H 3.006211 0.148915 2.805710 -0.04 -0.08 -0.12
H 2.647829 1.382022 1.523946 -0.05 0.01 -0.03
H 3.611475 -0.198328 -0.246725 -0.07 0.12 0.14
H 4.097433 -1.477906 0.917328 -0.03 0.11 0.18
H 5.252341 -0.822949 -0.254714 0.03 -0.01 0.10